# C35H96Cl2NO24

A cluster of 14 separate species, C35H96Cl2NO24 in total at a distorted geometry (wB97M-V/def2-TZVPD, the Open Molecules 2025 dataset).

```
! wB97M-V def2-TZVPD RIJCOSX def2/J DEFGRID3
* xyz 1 1
C -2.672 0.124 2.398
C -1.245 -0.462 2.196
C -0.721 -0.300 0.818
C 0.763 -0.635 0.518
N 1.187 0.014 -0.846
C 0.005 0.039 -1.900
C 0.672 -0.050 -3.273
C 2.095 -0.525 -3.070
C 2.302 -0.807 -1.629
C 1.738 1.479 -0.716
H -2.616 1.212 2.372
H -3.193 -0.230 3.287
H -3.403 -0.130 1.631
H -1.254 -1.512 2.487
H -0.470 -0.032 2.831
H -0.804 0.770 0.631
H -1.384 -0.923 0.217
H 0.854 -1.716 0.408
H 1.512 -0.271 1.222
H -0.624 0.897 -1.660
H -0.679 -0.799 -1.767
H 0.682 0.905 -3.798
H 0.278 -0.691 -4.061
H 2.808 0.276 -3.266
H 2.315 -1.370 -3.721
H 3.250 -0.555 -1.154
H 2.152 -1.842 -1.320
H 1.054 2.012 -0.056
H 1.690 1.805 -1.755
H 2.797 1.486 -0.456
C -3.960 -0.682 -1.294
C -3.906 -1.758 -2.271
O -4.919 -2.824 -2.098
O -3.067 0.323 -1.517
H -3.667 -1.122 -0.341
H -5.006 -0.432 -1.115
H -2.952 -2.259 -2.106
H -3.846 -1.265 -3.241
H -4.922 -3.054 -1.166
H -3.429 1.079 -1.984
C 6.842 1.480 -1.338
C 8.055 0.907 -2.220
O 8.514 -0.378 -1.788
O 5.574 0.818 -1.632
H 6.642 2.509 -1.638
H 7.124 1.694 -0.307
H 8.871 1.606 -2.036
H 7.825 0.890 -3.286
H 7.858 -1.044 -1.570
H 5.492 0.839 -2.589
C 0.906 6.683 -2.798
C 1.258 5.863 -1.612
O 1.297 4.442 -1.988
O -0.504 6.824 -2.931
H 1.183 6.151 -3.708
H 1.467 7.616 -2.845
H 0.705 6.061 -0.694
H 2.274 6.025 -1.253
H 0.392 4.128 -1.928
H -0.643 7.483 -3.616
C -5.770 1.759 4.582
C -5.678 2.576 5.876
O -5.777 1.844 7.082
O -7.115 1.651 4.147
H -5.321 0.815 4.893
H -5.148 2.139 3.772
H -6.591 3.169 5.917
H -4.847 3.278 5.954
H -6.104 2.326 7.846
H -7.285 0.735 4.376
C 4.117 3.576 -3.312
C 4.976 4.598 -4.082
O 4.600 4.790 -5.369
O 4.314 2.179 -3.715
H 3.049 3.783 -3.238
H 4.398 3.856 -2.297
H 5.974 4.162 -4.053
H 4.870 5.623 -3.725
H 4.363 3.946 -5.759
H 4.014 2.205 -4.627
C -1.494 4.352 1.872
C -1.072 5.743 2.021
O -1.881 6.528 1.239
O -1.029 3.741 0.660
H -2.577 4.243 1.928
H -1.091 3.684 2.633
H -0.008 5.857 1.814
H -1.389 6.119 2.994
H -1.677 6.346 0.318
H -1.850 3.497 0.227
C 1.062 -0.312 6.233
C 1.267 -1.688 5.652
O 2.107 -2.410 6.535
O 2.211 0.359 6.429
H 0.674 -0.482 7.237
H 0.360 0.127 5.525
H 1.756 -1.516 4.693
H 0.303 -2.121 5.388
H 2.269 -3.227 6.057
H 2.823 -0.366 6.577
C 1.852 -4.994 -6.181
C 2.148 -3.948 -5.122
O 1.054 -3.032 -4.955
O 1.342 -6.077 -5.456
H 2.747 -5.344 -6.694
H 1.106 -4.612 -6.878
H 2.955 -3.349 -5.542
H 2.399 -4.346 -4.138
H 0.503 -3.436 -4.280
H 1.574 -6.790 -6.055
C -2.631 1.741 -4.425
C -1.606 2.933 -4.251
O -1.246 3.171 -2.961
O -3.658 2.087 -3.485
H -2.076 0.805 -4.366
H -3.019 1.752 -5.443
H -2.075 3.846 -4.620
H -0.725 2.827 -4.883
H -2.089 3.088 -2.510
H -4.530 1.902 -3.840
C -6.446 -2.661 1.874
C -5.472 -3.873 1.604
O -4.855 -3.942 0.395
O -7.412 -2.408 0.828
H -5.788 -1.804 2.017
H -6.966 -2.808 2.821
H -5.980 -4.829 1.726
H -4.750 -3.879 2.420
H -4.265 -4.680 0.564
H -7.068 -1.708 0.269
C 4.936 -2.235 0.595
C 6.113 -3.192 0.318
O 6.903 -2.763 -0.720
O 3.961 -2.814 1.530
H 4.448 -2.187 -0.379
H 5.242 -1.233 0.895
H 5.859 -4.227 0.087
H 6.704 -3.158 1.233
H 7.430 -3.523 -0.978
H 3.661 -3.715 1.395
C -0.719 -4.353 0.426
C -0.200 -4.754 1.838
O 0.901 -4.031 2.160
O 0.330 -4.211 -0.513
H -1.360 -3.477 0.526
H -1.504 -5.019 0.068
H 0.163 -5.782 1.831
H -0.962 -4.671 2.612
H 1.354 -3.860 1.331
H 0.118 -4.908 -1.138
Cl -4.649 -3.928 5.088
C -3.366 -3.984 6.296
C -2.868 -2.589 6.530
Cl -2.318 -1.726 5.098
H -2.439 -4.425 5.927
H -3.728 -4.433 7.220
H -1.942 -2.690 7.096
H -3.447 -1.991 7.234
*
```

- LUMO: -2.0 eV
- E_HOMO: -11.536 eV
- Orbital gap: 9.580 eV
- Energy: -113510.003 eV